DFT (ωB97M-V/def2-TZVPD) results for a 3-piece molecular cluster, C20H20ClN3O4 overall.

XYZ file:
```
48
C20H20ClN3O4 | OMol25 | ωB97M-V/def2-TZVPD
N -3.3474 1.3883 -0.2263
C -2.2818 1.0911 0.0663
C -0.9121 0.7093 0.4263
Cl -1.0127 -0.6719 1.5528
C -0.0936 0.3754 -0.8398
C 0.1936 1.6352 -1.5465
N 0.3977 2.5998 -2.1293
C 1.1879 -0.4414 -0.6113
C 2.1352 0.0307 0.4914
C 3.0065 1.2390 0.0941
C 2.7403 2.4785 0.9491
N 1.3257 2.8822 0.9537
H -0.4463 1.5494 0.9438
H -0.7471 -0.1935 -1.5091
H 1.7339 -0.4302 -1.5598
H 0.8943 -1.4794 -0.4425
H 1.5989 0.2881 1.4068
H 2.7865 -0.8095 0.7338
H 4.0646 0.9968 0.2358
H 2.8620 1.4745 -0.9646
H 3.3860 3.2858 0.5899
H 3.0214 2.2436 1.9790
H 1.1359 3.6537 0.3293
H 1.0265 3.1369 1.8841
O -6.7229 3.8633 -5.1215
C -6.7705 2.9446 -4.3313
C -7.6638 1.7805 -4.5644
C -7.7203 0.7720 -3.6997
C -6.8919 0.7669 -2.4653
O -6.9489 -0.1574 -1.6830
C -5.9978 1.9296 -2.2302
C -5.9450 2.9365 -3.0994
H -8.2562 1.8088 -5.4702
H -8.3629 -0.0871 -3.8453
H -5.3952 1.9063 -1.3308
H -5.3005 3.7945 -2.9547
O 5.4593 -6.5546 3.9092
C 5.1467 -5.4353 3.5689
C 5.8427 -4.7466 2.4512
C 5.5001 -3.5167 2.0788
C 4.4078 -2.7822 2.7638
O 4.0928 -1.6610 2.4219
C 3.7113 -3.4681 3.8800
C 4.0529 -4.6982 4.2529
H 6.6353 -5.3040 1.9688
H 5.9919 -2.9929 1.2689
H 2.9186 -2.9099 4.3616
H 3.5607 -5.2214 5.0627
```

Calculated values
HOMO level ... -9.7 eV
Charge ... 0
LUMO ... -1.8004 eV
DFT total energy ... -1699.4387 Eh
SMILES string ... N#C[C@@H](Cl)[C@@H](C#N)CCCCN.O=C1C=CC(=O)C=C1.O=C1C=CC(=O)C=C1
Gap between HOMO and LUMO ... 7.9 eV